103
Properties=species:S:1:pos:R:3 method="wB97M-V/def2-TZVPD" lumo_ev=0.2 gap_ha=0.271 charge=0
O -1.037 -3.073 -1.246
P -1.469 -2.961 -2.678
P -2.449 -0.857 -3.003
C -1.244 -0.234 -4.259
C -0.224 0.752 -3.693
F -0.523 1.070 -2.353
P -3.554 1.212 -2.951
O -5.049 0.645 -3.442
O -3.844 1.308 -1.351
H -2.437 -3.899 -3.106
H -0.422 -3.169 -3.610
H -2.304 -0.825 -1.568
H -3.606 -1.462 -3.578
H -1.870 0.268 -4.997
H -0.740 -1.062 -4.753
H -0.254 1.657 -4.294
H 0.777 0.328 -3.700
H -5.155 0.665 -4.400
H -4.205 0.515 -0.930
O -0.598 -5.828 -2.908
C 0.520 -5.645 -2.515
O 1.557 -5.441 -3.364
C 2.780 -5.289 -2.610
C 2.339 -4.836 -1.225
C 0.993 -5.534 -1.089
H 3.289 -6.256 -2.590
H 3.403 -4.573 -3.142
H 3.041 -5.082 -0.433
H 2.193 -3.753 -1.228
H 1.080 -6.538 -0.667
H 0.246 -4.987 -0.522
O 2.686 -4.800 1.998
C 1.558 -4.420 2.158
O 0.505 -5.254 2.018
C -0.742 -4.523 2.141
C -0.379 -3.270 2.926
C 1.059 -3.030 2.487
H -1.091 -4.285 1.132
H -1.448 -5.183 2.634
H -1.051 -2.440 2.719
H -0.405 -3.472 3.997
H 1.116 -2.434 1.572
H 1.682 -2.564 3.245
O -0.347 7.701 -2.773
C -0.110 6.613 -2.334
O -1.052 5.649 -2.236
C -0.504 4.470 -1.616
C 1.002 4.570 -1.836
C 1.211 6.078 -1.809
H -0.755 4.484 -0.554
H -0.963 3.594 -2.067
H 1.565 4.026 -1.081
H 1.270 4.163 -2.813
H 1.351 6.468 -0.798
H 2.028 6.445 -2.421
O 1.221 -1.176 5.299
C 1.353 -0.064 4.877
O 1.301 0.203 3.547
C 1.579 1.594 3.305
C 1.260 2.303 4.617
C 1.598 1.223 5.637
H 2.633 1.685 3.031
H 0.966 1.910 2.464
H 1.812 3.230 4.745
H 0.199 2.544 4.668
H 2.651 1.236 5.930
H 0.994 1.242 6.539
O -2.383 -6.887 3.706
C -2.372 -8.040 3.393
O -3.349 -8.590 2.632
C -3.130 -10.001 2.475
C -1.639 -10.206 2.730
C -1.344 -9.101 3.737
H -3.747 -10.526 3.208
H -3.455 -10.276 1.475
H -1.408 -11.209 3.082
H -1.080 -10.028 1.811
H -1.524 -9.413 4.768
H -0.346 -8.676 3.677
O 0.586 2.663 -6.181
C 0.831 3.824 -6.347
O 1.942 4.406 -5.840
C 1.949 5.816 -6.142
C 1.025 5.979 -7.341
C 0.024 4.855 -7.110
H 1.570 6.350 -5.271
H 2.980 6.110 -6.320
H 0.582 6.970 -7.394
H 1.581 5.799 -8.263
H -0.810 5.159 -6.472
H -0.383 4.410 -8.014
O 0.444 4.908 6.169
C 0.530 6.025 5.754
O 0.450 6.304 4.428
C 0.677 7.704 4.192
C 0.357 8.390 5.517
C 0.747 7.314 6.523
H 1.723 7.836 3.905
H 0.041 8.007 3.365
H 0.886 9.332 5.638
H -0.714 8.587 5.581
H 1.804 7.360 6.797
H 0.159 7.302 7.437